No. 1
Molecular formula: C5H6O
Method: DFT, wB97M-V/def2-TZVPD

Its multiplicity is 1.

Cartesian coordinates (Å):
H1 2.16 0.49 -0.46
C1 1.00 1.55 1.09
C2 -2.34 -0.93 -1.27
C3 1.73 0.45 0.52
H2 -2.17 -1.03 -2.28
O1 1.01 1.79 2.29
C4 -1.25 -0.72 -0.60
H3 0.25 2.02 0.43
H4 0.73 -1.40 0.01
H5 -3.36 -1.22 -0.77
H6 2.26 -0.32 1.23
C5 -0.03 -0.68 -0.17

Results of the Löwdin charge analysis, in e, for atoms 1 through 4:
1. H 0.061
2. C -0.390
3. C -0.002
4. C 0.012

---

No. 2
Molecular formula: C4H6N2
Method: DFT, wB97M-V/def2-TZVPD

Its multiplicity is 1.

Cartesian coordinates (Å):
H1 0.10 2.22 -0.23
C1 0.31 1.16 -0.17
C2 1.48 -0.68 0.02
C3 -0.62 0.09 -0.15
C4 0.12 -1.08 -0.04
H2 -2.37 1.12 0.03
N1 1.57 0.74 -0.19
N2 -2.00 0.22 -0.26
H3 -0.27 -2.09 0.06
H4 -2.50 -0.53 0.19
H5 1.81 0.10 0.95
H6 2.36 -1.31 -0.19

Results of the Löwdin charge analysis, in e, for atoms 1 through 4:
1. H 0.107
2. C -0.148
3. C -0.221
4. C -0.346

---

No. 3
Molecular formula: C6H18BCa2F6O3
Method: DFT, wB97M-V/def2-TZVPD

Its multiplicity is 1. Its charge is +1.

Cartesian coordinates (Å):
C1 -14.32 8.31 -14.07
H1 -17.80 8.03 -19.06
C2 -14.77 8.96 -19.80
H2 -16.88 9.51 -20.39
B1 -21.32 13.17 -18.40
H3 -13.41 8.14 -13.49
H4 -22.11 9.26 -21.61
H5 -14.18 8.65 -18.94
F1 -20.04 13.22 -18.10
O1 -16.94 7.74 -19.36
O2 -16.79 8.24 -14.17
H6 -16.63 9.56 -18.69
H7 -14.35 9.35 -14.42
H8 -21.94 8.05 -20.59
H9 -14.32 7.74 -15.00
C3 -16.34 9.01 -19.59
C4 -24.17 8.32 -21.31
H10 -24.46 7.27 -21.33
F2 -23.27 10.73 -13.71
H11 -15.81 8.91 -12.48
H12 -22.25 7.56 -22.13
C5 -15.62 8.19 -13.28
H13 -16.52 8.10 -15.08
F3 -20.85 8.98 -16.50
Ca1 -23.74 10.28 -16.99
H14 -24.66 8.73 -22.19
Ca2 -20.17 9.71 -13.38
H15 -14.53 8.24 -20.58
H16 -25.63 9.07 -20.34
H17 -15.68 7.20 -12.81
H18 -14.55 9.96 -20.19
F4 -21.66 14.31 -19.10
O3 -24.71 8.94 -20.12
F5 -22.04 13.13 -17.25
F6 -21.73 12.02 -19.06
C6 -22.61 8.30 -21.42

Results of the Löwdin charge analysis, in e, for atoms 1 through 4:
1. C -0.068
2. H 0.068
3. C -0.060
4. H 0.106

---

No. 4
Molecular formula: C5H10O2
Method: DFT, wB97M-V/def2-TZVPD

Its multiplicity is 1. The SMILES is CO/C=C/COC.

Cartesian coordinates (Å):
O1 2.04 0.04 -0.34
H1 4.04 -0.19 -0.47
H2 -3.74 -0.32 0.05
C1 -3.17 0.17 -0.75
H3 -2.52 -0.57 -1.23
C2 -1.20 1.01 0.26
H4 -0.95 1.67 1.10
H5 0.93 -1.28 0.77
C3 0.94 -0.21 0.50
C4 -0.34 0.11 -0.20
H6 3.18 -1.58 0.27
H7 -0.56 -0.48 -1.09
O2 -2.45 1.26 -0.20
H8 1.02 0.36 1.44
H9 3.42 -0.08 1.21
H10 -3.85 0.57 -1.50
C5 3.22 -0.48 0.20

Results of the Löwdin charge analysis, in e, for atoms 1 through 4:
1. O -0.183
2. H 0.088
3. H 0.096
4. C -0.080

---

No. 5
Molecular formula: C4H11N2
Method: DFT, wB97M-V/def2-TZVPD

Its multiplicity is 2. Its charge is +2. The expectation value of S² is 0.754.

Cartesian coordinates (Å):
H1 0.98 2.43 0.98
C1 -0.51 0.89 1.03
H2 0.50 0.42 -2.48
C2 0.14 2.07 1.59
H3 0.45 -0.58 2.22
H4 0.82 -3.16 -0.16
H5 -0.54 2.85 1.91
C3 0.12 -1.48 0.40
N1 0.46 -2.79 0.72
N2 -0.11 0.68 -3.26
C4 0.00 -0.42 1.22
H6 -0.39 -3.35 0.80
H7 -1.04 0.25 -3.12
H8 -1.42 0.92 0.43
H9 0.23 0.95 -4.19
H10 -0.34 -1.34 -0.60
H11 0.64 1.67 2.49

Results of the Löwdin charge analysis, in e, for atoms 1 through 4:
1. H 0.133
2. C 0.035
3. H 0.135
4. C -0.012

---

No. 6
Molecular formula: C17H24N2O2
Method: DFT, wB97M-V/def2-TZVPD

Its multiplicity is 1. The SMILES is CC[C@H](C)NC(=O)C1CCN(C(=O)c2ccccc2)CC1.

Cartesian coordinates (Å):
C1 0.17 -0.84 0.90
O1 3.03 3.31 0.80
H1 -4.33 -2.26 -0.19
H2 -1.86 -2.18 0.25
H3 2.23 1.64 2.20
C2 -0.14 0.09 -0.28
H4 -2.32 -4.44 0.73
C3 1.32 -0.27 1.75
H5 -4.42 -3.54 2.76
H6 -2.68 -3.55 3.03
H7 -0.81 0.89 0.04
C4 2.69 4.17 -3.50
C5 -3.45 -3.43 2.27
H8 -5.42 -1.86 1.14
H9 1.71 4.60 -1.65
C6 -3.35 -2.00 1.73
C7 -3.29 -4.52 1.22
H10 -3.35 -5.50 1.69
H11 0.93 1.32 -1.70
O2 -1.25 -0.47 2.82
H12 -3.43 -1.31 2.58
H13 4.76 1.55 -4.03
H14 -4.39 -0.61 0.44
C8 -4.44 -1.66 0.72
C9 1.43 1.23 1.58
H15 -0.63 -0.46 -1.08
H16 -4.07 -4.46 0.46
H17 0.49 1.71 1.89
H18 3.81 3.50 -5.20
C10 4.08 2.21 -3.51
C11 -1.10 -1.00 1.74
C12 3.55 3.31 -4.17
H19 1.84 -0.08 -1.11
H20 4.17 1.11 -1.68
H21 1.13 -0.49 2.80
N1 1.74 1.56 0.20
H22 2.29 5.03 -4.01
N2 -2.05 -1.75 1.15
C13 3.75 1.96 -2.19
C14 2.88 2.82 -1.52
H23 2.26 -0.74 1.47
C15 2.36 3.93 -2.18
C16 2.56 2.59 -0.07
C17 1.15 0.72 -0.82
H24 0.45 -1.83 0.52

Results of the Löwdin charge analysis, in e, for atoms 1 through 4:
1. C -0.226
2. O 0.076
3. H 0.070
4. H 0.137

---

No. 7
Molecular formula: CH2NO2S2
Method: DFT, wB97M-V/def2-TZVPD

Its multiplicity is 1. Its charge is -1.

Cartesian coordinates (Å):
S1 -1.61 0.81 -0.12
H1 1.94 -0.19 0.82
N1 1.95 -0.66 -0.09
H2 1.84 0.09 -0.78
O1 -1.49 1.23 1.29
C1 -0.55 -0.77 -0.07
S2 -1.13 -2.22 0.03
O2 -0.95 1.71 -1.07

Results of the Löwdin charge analysis, in e, for atoms 1 through 4:
1. S 0.533
2. H -0.095
3. N -0.070
4. H -0.101

---

No. 8
Molecular formula: C4H7N2O
Method: DFT, wB97M-V/def2-TZVPD

Its multiplicity is 1. Its charge is +1. The SMILES is C=CC(=O)C(N)=[NH2+].

Cartesian coordinates (Å):
H1 -2.77 0.60 -1.00
N1 1.87 1.23 -0.22
H2 0.94 -1.77 -0.18
N2 1.65 -1.13 0.05
H3 1.45 2.18 -0.03
C1 -0.41 0.46 0.30
H4 2.56 -1.35 0.33
C2 1.35 0.13 0.07
O1 -0.60 1.63 0.41
H5 -1.28 -1.40 0.83
C3 -1.55 -0.55 0.28
C4 -2.66 -0.26 -0.36
H6 2.89 1.24 -0.22
H7 -3.45 -1.01 -0.26

Results of the Löwdin charge analysis, in e, for atoms 1 through 4:
1. H 0.096
2. N 0.232
3. H 0.118
4. N 0.240

---

E / eV: -7323.930 -7223.261 -66510.901 -9440.247 -7283.695 -25095.045 -28322.295 -9280.578
Max |F| / eV/A: 3.9 0.9 4.0 0.3 3.0 0.7 2.3 8.4